1.
# C4H6N3

A cluster of 2 separate species, C4H6N3 in total at a distorted geometry (ωB97M-V/def2-TZVPD, the Open Molecules 2025 dataset).

- E_tot: -8702.7412 eV
- Energy above the lowest of the compared OMol25 structures with the same formula, charge and spin: 5.763 eV
- LUMO level: -4.4 eV
- HOMO: -12.93 eV
- Frontier orbital gap: 8.58 eV

```
! wB97M-V def2-TZVPD RIJCOSX def2/J DEFGRID3
* xyz 1 1
H -1.15167 0.10124 -0.19739
C 1.55899 -0.51527 -0.78281
H 0.57985 0.04345 2.15936
H 3.49609 -0.88407 -3.77295
C -1.63348 0.11604 0.74827
H -2.56905 1.81176 0.50067
N 0.97546 -0.48436 0.23422
H -1.73972 -0.74269 1.40760
N 0.33876 -0.33886 1.27891
C 2.18354 -0.60058 -1.95011
N -2.22598 1.18477 1.21303
C 2.81145 -0.89089 -2.95291
H -2.62424 1.19947 2.11410
*
```


2.
# C4H6N3O4

A cluster of 2 separate species, C4H6N3O4 in total at a distorted geometry (ωB97M-V/def2-TZVPD, the Open Molecules 2025 dataset).

- E_tot: -16902.6212 eV
- Energy above the lowest of the compared OMol25 structures with the same formula, charge and spin: 0.263 eV
- LUMO level (alpha / beta): 3.6 / 3.6 eV
- HOMO (alpha / beta): -3.72 / -3.72 eV
- Frontier orbital gap (alpha / beta): 7.27 / 7.28 eV

```
! wB97M-V def2-TZVPD RIJCOSX def2/J DEFGRID3
* xyz -1 1
O 1.12910 -2.07313 -0.03881
H -2.36582 -0.09912 0.95109
N -1.73340 0.49510 0.47246
H -1.17062 1.37780 -0.78853
C 1.20240 -3.26062 -0.52697
C 0.49108 2.11867 -0.23166
H 1.03417 1.86704 1.86291
O 0.44669 -3.77711 -1.31874
O -0.93377 -0.97628 -0.60207
H 2.13604 -3.83069 -0.27475
C 0.19410 1.69977 1.16212
H -0.02380 1.48936 -2.05691
O 1.62035 2.59455 -0.38497
C -0.85442 0.85711 1.35195
H -0.98258 0.48828 2.40506
N 0.20869 -0.93445 -0.77011
N -0.39822 1.96373 -1.21208
*
```


3.
# C4H6N3OS

A structure of composition C4H6N3OS at a distorted geometry (ωB97M-V/def2-TZVPD, the Open Molecules 2025 dataset).

- E_tot: -21585.8542 eV
- Energy above the lowest of the compared OMol25 structures with the same formula, charge and spin: 3.473 eV
- LUMO level: -4.0 eV
- HOMO: -14.40 eV
- Frontier orbital gap: 10.41 eV

```
! wB97M-V def2-TZVPD RIJCOSX def2/J DEFGRID3
* xyz 1 1
H -1.20807 0.71480 -0.59908
H 0.63785 0.30016 1.48970
N 0.61748 0.13414 0.41283
C 0.83860 -2.19280 0.10107
C 2.08189 0.01815 0.08402
H -1.10844 -1.25422 0.35330
C -0.21691 1.27860 -0.31177
H 0.37905 1.56218 -1.22848
S 2.50266 -1.67848 -0.13107
H -0.53720 2.16004 0.30569
N 3.25193 1.58945 0.03264
O 2.49600 1.13478 -1.01631
N 2.92344 0.85651 0.96265
H 0.54831 -3.17310 -0.04827
C -0.05617 -1.26566 0.40265
*
```


4.
# C4H6N4

An isolated molecule of C4H6N4 at a distorted geometry (ωB97M-V/def2-TZVPD, the Open Molecules 2025 dataset).

- SMILES string: [H]/N=C\n1ccc(N)n1
- E_tot: -10201.2001 eV
- Energy above the lowest of the compared OMol25 structures with the same formula, charge and spin: 4.740 eV
- LUMO level: 1.0 eV
- HOMO: -8.05 eV
- Frontier orbital gap: 9.02 eV

```
! wB97M-V def2-TZVPD RIJCOSX def2/J DEFGRID3
* xyz 0 1
C 1.10942 -0.30210 -0.00582
H -2.23191 -1.86699 0.09223
H 2.50473 -2.23113 0.02703
H -2.72372 1.15418 -0.07376
H -0.79152 2.13891 0.17559
C 1.18027 0.98192 -0.25071
H 1.92563 1.78325 -0.49938
C -2.34101 0.10729 -0.09576
N -2.83364 -1.00131 -0.20824
N -0.85572 0.16027 0.38999
N 2.22480 -1.00579 0.00042
C -0.25044 1.31721 0.24516
N -0.04934 -0.88284 0.27877
H 3.13244 -0.35288 -0.07551
*
```


Q: Which of these has the highest energy above the lowest of the compared OMol25 structures with the same formula, charge and spin?
A: C4H6N3


Q: The highest energy above the lowest of the compared OMol25 structures with the same formula, charge and spin belongs to which entry?
A: C4H6N3


Q: Look up the E_tot of the fourth one.
A: -10201.2001 eV


Q: E_tot of number 1 (C4H6N3)?
A: -8702.7412 eV